Entry 1:
HN2O2S | ωB97M-V/def2-TZVPD

Geometry as ORCA input:
```
! wB97M-V def2-TZVPD RIJCOSX def2/J DEFGRID3
* xyz 1 1
N -0.5659 -0.7632 -0.0144
N -1.0190 -1.7335 0.2016
O 1.5710 -1.0094 -0.1790
O 2.9253 0.8890 0.1389
S 2.9514 -0.5195 0.0019
H 0.0388 -0.0306 -0.2548
*
```

Results
- Kohn-Sham gap (eV) = 10.81
- calculated total energy (eV) = -17916.2929
- relative energy (zero: lowest compared OMol25 entry of this formula, charge and spin) (kcal per mole) = 33.6

Entry 2:
C40H78F6N7O6S2 | ωB97M-V/def2-TZVPD

Geometry as ORCA input:
```
! wB97M-V def2-TZVPD RIJCOSX def2/J DEFGRID3
* xyz 5 1
C -0.1099 4.1276 5.3734
C 1.0420 4.8802 6.1654
C 1.0539 4.7280 7.7592
O 2.0452 5.6084 8.3060
C 1.5632 6.8837 8.6063
N 2.3330 4.1751 5.7324
H 3.0784 4.2633 6.4083
H 2.1818 3.1961 5.5357
H 2.6218 4.6609 4.8953
H -1.0186 4.6422 5.6857
H -0.3131 3.0904 5.6400
H 0.0019 4.3753 4.3179
H 1.0825 5.9074 5.8031
H 1.4889 3.7395 7.9068
H 0.1117 4.9550 8.2581
H 2.2969 7.4282 9.2008
H 0.6930 6.9146 9.2620
H 1.3014 7.4526 7.7142
C -1.9483 5.7536 10.6297
C -2.9985 5.6333 11.7147
C -2.7102 6.6298 12.7712
O -2.8947 7.9208 12.2369
C -2.3009 8.9063 13.0328
N -4.4196 5.7544 11.1243
H -5.1731 5.8410 11.7913
H -4.4916 6.4885 10.4344
H -4.5744 4.9054 10.5995
H -2.1275 5.2258 9.6929
H -0.9881 5.2993 10.8737
H -1.7889 6.7918 10.3384
H -2.9542 4.6514 12.1860
H -1.7181 6.4921 13.2012
H -3.3824 6.4099 13.6005
H -2.6185 9.8665 12.6263
H -1.2153 8.8824 12.9383
H -2.6537 8.7669 14.0546
C -10.0522 1.5925 11.5129
C -8.9618 0.4852 11.8909
C -7.7420 0.5658 10.9263
N -6.5923 -0.4362 11.2206
C -5.3491 0.1054 10.4091
C -4.0927 -0.6608 10.7785
C -3.9070 -0.6881 12.3161
C -5.0624 -1.2621 13.0596
C -6.3194 -0.4589 12.7771
C -7.1199 -1.7871 10.7132
H -10.0762 1.8404 10.4517
H -9.9874 2.5043 12.1066
H -11.0215 1.1019 11.6023
H -9.3499 -0.5299 11.8073
H -8.6410 0.6040 12.9258
H -7.2847 1.5548 10.9550
H -8.1212 0.3573 9.9258
H -5.1892 1.0773 10.8758
H -5.6074 0.2220 9.3566
H -3.2885 -0.3030 10.1356
H -4.1491 -1.6978 10.4476
H -3.6952 0.3249 12.6584
H -3.0009 -1.2698 12.4858
H -4.8214 -1.3180 14.1211
H -5.2060 -2.3213 12.8462
H -6.0760 0.5254 13.1770
H -7.1221 -0.8990 13.3688
H -6.2079 -2.3710 10.5891
H -7.5829 -1.6341 9.7384
H -7.8643 -2.1628 11.4152
C -10.2248 2.2064 7.1459
C -11.0604 2.7190 5.9599
C -12.5557 2.6397 6.4738
N -13.6554 2.6713 5.4340
C -13.3848 3.9393 4.5522
C -14.5429 4.2386 3.5099
C -15.8126 4.3204 4.3017
C -16.1432 3.1724 5.2627
C -15.0008 2.8321 6.2123
C -13.7554 1.3370 4.6390
H -9.1790 2.1785 6.8397
H -10.5024 1.2097 7.4890
H -10.3855 2.8294 8.0258
H -10.9147 2.0046 5.1497
H -10.8313 3.7590 5.7274
H -12.7122 3.5376 7.0716
H -12.8359 1.8065 7.1181
H -13.2433 4.8592 5.1193
H -12.4974 3.8690 3.9232
H -14.3084 5.1732 3.0003
H -14.5902 3.4150 2.7975
H -15.8272 5.2896 4.8003
H -16.6577 4.4219 3.6208
H -17.0678 3.3708 5.8048
H -16.5577 2.3549 4.6727
H -14.9476 3.6814 6.8935
H -15.2588 1.8875 6.6912
H -12.7817 1.2261 4.1618
H -14.5059 1.3601 3.8488
H -14.0443 0.6336 5.4199
C -0.4330 -4.5677 2.7213
N -1.0603 -3.3468 2.9301
C -1.1904 -2.4308 1.9349
C -1.9554 -1.2600 2.0879
C -2.5282 -0.9730 3.3637
C -2.3258 -1.9262 4.3749
C -1.5735 -3.0580 4.1368
C -3.2772 0.2525 3.5669
C -4.6294 0.1604 3.8343
C -5.4604 1.2895 4.0555
N -4.8428 2.5328 3.8491
C -3.5615 2.7083 3.4778
C -2.7438 1.5617 3.4011
C -5.6694 3.7416 3.7516
H -0.3030 -5.1227 3.6504
H 0.5818 -4.3784 2.3713
H -1.0341 -5.1071 1.9894
H -0.8200 -2.7669 0.9777
H -2.0365 -0.5691 1.2618
H -2.7543 -1.8647 5.3644
H -1.5411 -3.8268 4.8947
H -4.9958 -0.8502 3.9386
H -6.4997 1.2744 4.3486
H -3.1575 3.6555 3.1523
H -1.7630 1.6082 2.9513
H -5.2090 4.5948 4.2498
H -6.6305 3.7060 4.2645
H -5.7827 3.9412 2.6860
C -2.7130 2.4983 8.3166
F -1.6152 3.0320 7.8489
F -2.7683 1.1496 8.0023
F -2.8881 2.5826 9.6683
S -4.1692 3.2699 7.3651
O -3.5338 4.1803 6.4101
O -4.8315 2.1157 6.7796
N -5.0091 4.1890 8.5846
S -6.4758 3.8963 8.1698
O -6.8551 4.1321 6.7761
O -6.9237 2.6566 8.8020
C -7.5100 5.2524 9.1302
F -8.8229 5.1426 8.8437
F -7.4806 5.0102 10.4869
F -7.0558 6.5109 8.8620
*
```

Results
- Kohn-Sham gap (eV) = 7.07
- calculated total energy (eV) = -103385.9270

Entry 3:
C5H10N | ωB97M-V/def2-TZVPD

Geometry as ORCA input:
```
! wB97M-V def2-TZVPD RIJCOSX def2/J DEFGRID3
* xyz 1 1
C 0.4976 0.6707 -2.0903
C 0.4961 1.2564 -0.8109
C -0.6238 0.5988 -1.1936
C 1.4207 2.1216 -0.0682
C -0.2319 -1.8288 1.0532
N -1.3502 -1.0946 0.3743
H 0.9492 0.3820 -3.1006
H -1.5953 0.2464 -1.0785
H 1.9082 1.4135 0.5777
H 0.8693 2.9336 0.4440
H 2.1755 2.5446 -0.6874
H -0.6012 -2.7152 1.4716
H 0.5865 -1.9066 0.3799
H 0.1028 -1.1056 1.7717
H -1.9338 -0.7402 1.1883
H -1.9005 -1.7636 -0.1319
*
```

Results
- Kohn-Sham gap (eV) = 9.72
- calculated total energy (eV) = -6826.7703
- relative energy (zero: lowest compared OMol25 entry of this formula, charge and spin) (kcal per mole) = 79.1

Which of these has the highest Kohn-Sham gap?
HN2O2S

Which value of calculated total energy does entry 1 give?
-17916.2929 eV